(1)
A 8-piece molecular cluster, C19H55NO8 overall at a distorted geometry. Source: OMol25; level of theory: ωB97M-V with the def2-TZVPD basis set.

Last column: Mulliken charge in e.
Atoms and positions in Å:
C  7.271  6.367  -24.167  -1.05
C  6.962  6.165  -22.671  1.29
C  5.638  6.721  -22.160  -1.30
O  7.035  4.748  -22.457  -0.73
H  6.926  7.278  -24.655  0.47
H  6.763  5.548  -24.676  0.09
H  8.326  6.163  -24.348  0.03
H  7.740  6.768  -22.203  -0.11
H  4.765  6.501  -22.774  0.25
H  5.605  7.806  -22.252  0.28
H  5.371  6.538  -21.119  0.28
H  6.211  4.334  -22.724  0.27
C  4.180  2.958  -27.166  -1.39
C  4.160  2.877  -25.579  1.08
C  3.586  4.000  -24.757  -1.45
O  3.629  1.639  -25.198  -0.57
H  4.101  3.951  -27.611  0.36
H  3.313  2.558  -27.692  0.38
H  5.008  2.523  -27.725  0.34
H  5.188  2.850  -25.218  -0.11
H  3.511  3.807  -23.687  0.23
H  2.591  4.288  -25.099  0.49
H  4.089  4.965  -24.826  0.32
H  2.911  1.831  -24.590  0.32
C  9.788  3.211  -25.550  -1.26
C  11.204  3.835  -25.616  0.79
C  11.756  4.183  -27.006  -1.47
O  11.068  5.006  -24.877  -0.52
H  9.724  2.298  -26.142  0.46
H  9.044  3.901  -25.948  0.23
H  9.561  2.929  -24.522  0.32
H  11.911  3.193  -25.091  0.11
H  11.000  4.788  -27.507  0.35
H  11.942  3.313  -27.636  0.39
H  12.648  4.805  -26.921  0.35
H  10.442  4.844  -24.167  0.20
C  11.801  4.272  -21.082  -1.58
C  10.251  4.243  -21.225  0.77
C  9.614  5.214  -20.273  -1.22
O  9.853  4.698  -22.511  -0.02
H  12.267  5.237  -21.279  0.30
H  12.386  3.593  -21.703  0.38
H  12.068  4.074  -20.044  0.45
H  9.981  3.204  -21.037  0.24
H  8.657  4.738  -20.058  0.25
H  9.423  6.264  -20.491  0.22
H  10.181  5.245  -19.343  0.47
H  8.917  4.754  -22.301  -0.01
C  6.995  12.933  -22.739  -1.23
C  8.200  12.070  -22.509  0.59
C  7.913  10.537  -22.573  -1.30
O  9.285  12.345  -23.285  -0.54
H  7.027  13.839  -22.135  0.32
H  6.042  12.406  -22.789  0.31
H  7.149  13.415  -23.705  0.33
H  8.386  12.266  -21.453  0.16
H  7.568  10.196  -23.549  0.31
H  7.120  10.323  -21.857  0.29
H  8.803  9.992  -22.259  0.44
H  10.002  11.761  -23.025  0.32
O  3.831  3.891  -20.986  -0.55
H  3.497  2.995  -20.940  0.30
H  4.567  3.905  -20.375  0.28
O  10.912  7.671  -23.374  -0.60
H  10.821  7.137  -24.163  0.32
H  11.134  7.045  -22.685  0.30
C  3.471  3.911  -16.951  -1.44
C  4.556  4.851  -17.504  0.43
C  4.949  5.976  -16.482  -0.62
O  6.140  6.786  -16.861  -0.38
C  6.188  7.375  -18.167  -0.33
N  5.843  4.236  -17.975  -0.19
H  2.509  4.416  -16.864  0.40
H  3.766  3.695  -15.925  0.39
H  3.339  2.964  -17.474  0.37
H  4.227  5.344  -18.420  0.31
H  5.097  5.541  -15.493  0.40
H  4.071  6.603  -16.328  0.44
H  5.257  7.803  -18.538  0.34
H  6.510  6.598  -18.860  -0.06
H  6.954  8.147  -18.245  0.36
H  6.594  4.909  -17.927  0.24
H  6.099  3.598  -17.235  0.37

Its charge is +1. The LUMO energy (spin up / spin down) comes out at -3.1 / -9.4 eV. As for the expectation value of S²: 0.755. As for the spin multiplicity: 2.

=====

(2)
C6H11N as an isolated structure at a distorted geometry. Source: OMol25; level of theory: ωB97M-V with the def2-TZVPD basis set.

Last column: Mulliken charge in e.
Atoms and positions in Å:
C  1.903  0.161  0.172  -1.03
C  0.409  -0.028  0.278  0.65
C  -0.458  1.284  0.254  -0.67
C  -1.252  -0.686  -0.261  -0.20
C  0.091  -0.535  -1.115  -0.95
C  -0.555  -0.841  1.030  -0.53
H  2.403  -0.712  -0.670  0.23
H  3.083  0.267  1.197  0.23
H  2.045  1.084  -0.607  0.25
H  -0.088  1.893  -0.733  0.27
H  -0.321  2.185  0.947  0.26
H  -2.507  0.742  0.329  0.24
H  -1.945  -1.491  -0.633  0.46
H  0.481  -1.601  -1.372  0.41
H  0.121  0.332  -1.866  0.30
H  -1.032  -0.595  2.031  0.29
H  -0.627  -2.183  1.251  0.25
N  -1.752  0.723  -0.230  -0.49

The LUMO energy comes out at 0.9 eV. As for the spin multiplicity: 1. For the energy relative to the best compared isomer or geometry (same formula, charge and spin), the calculation gives 177.0 kcal per mole.

=====

(3)
A 2-piece molecular cluster, CH4IN3O2 overall at a distorted geometry. Source: OMol25; level of theory: ωB97M-V with the def2-TZVPD basis set.

Last column: Mulliken charge in e.
Atoms and positions in Å:
C  2.039  -0.466  -0.452  0.72
N  0.112  0.790  1.662  -0.30
N  -1.745  -0.240  -1.583  -0.69
N  -0.174  0.258  0.551  -0.28
O  2.222  0.499  -1.073  -0.42
O  1.909  -1.475  0.019  -0.34
I  -2.231  -0.851  0.275  0.19
H  -0.284  1.662  1.956  0.20
H  0.632  0.193  2.222  0.24
H  -1.165  0.551  -1.341  0.41
H  -1.316  -0.920  -2.236  0.27

The LUMO energy comes out at -0.2 eV. As for the spin multiplicity: 1. For the energy relative to the best compared isomer or geometry (same formula, charge and spin), the calculation gives 11.3 kcal per mole.

=====

(4)
One molecule with the formula C7H7N3OS2 at a distorted geometry. Source: OMol25; level of theory: ωB97M-V with the def2-TZVPD basis set.

Last column: Mulliken charge in e.
Atoms and positions in Å:
S  -3.430  4.400  -2.221  -0.37
C  -2.472  3.161  -1.824  0.25
N  -1.687  2.314  -2.538  0.05
N  -0.908  1.366  -1.994  -0.62
C  -1.066  1.420  -0.684  0.37
N  -0.401  0.577  0.109  -0.20
C  0.406  -0.563  -0.451  -0.19
C  0.880  -1.325  0.704  0.37
C  1.245  -2.643  0.832  -0.69
C  1.919  -2.746  2.047  -0.44
C  1.818  -1.508  2.688  -0.33
O  1.225  -0.618  1.775  -0.31
S  -2.263  2.605  -0.217  -0.13
H  -1.768  2.258  -3.629  0.29
H  -0.066  0.944  1.034  0.30
H  -0.191  -1.325  -1.024  0.27
H  1.372  -0.200  -1.016  0.20
H  1.098  -3.484  0.150  0.39
H  2.287  -3.576  2.586  0.40
H  2.001  -1.058  3.676  0.39

The LUMO energy comes out at 0.5 eV. As for the spin multiplicity: 1. For the energy relative to the best compared isomer or geometry (same formula, charge and spin), the calculation gives 0.0 kcal per mole.

=====

(5)
One molecule with the formula C8H9N7O at a distorted geometry. Source: OMol25; level of theory: ωB97M-V with the def2-TZVPD basis set.

Last column: Mulliken charge in e.
Atoms and positions in Å:
N  -2.516  1.302  -1.457  -0.42
C  -2.880  0.321  -0.650  0.40
N  -4.070  0.030  -0.459  -0.87
N  -3.998  -1.144  0.224  0.20
C  -2.727  -1.423  0.666  -0.51
N  -2.102  -2.472  1.346  -0.52
C  -2.010  -0.489  0.075  1.02
N  -0.574  -0.333  0.236  -0.08
N  0.081  0.699  -0.353  -0.56
C  1.550  0.628  -0.223  0.36
C  2.242  1.871  -0.305  -0.51
C  3.507  1.971  -0.046  -0.37
C  4.216  0.805  0.401  -0.48
C  3.528  -0.449  0.360  -0.28
N  2.234  -0.520  0.031  0.51
O  1.769  -1.699  0.061  -0.67
H  -1.549  1.509  -1.438  0.28
H  -3.235  1.975  -1.629  0.25
H  -4.814  -1.615  0.610  0.23
H  -1.188  -2.632  0.887  0.28
H  -2.678  -3.329  1.455  0.25
H  1.753  2.750  -0.430  0.47
H  4.035  2.884  -0.438  0.29
H  5.257  0.683  0.547  0.37
H  4.170  -1.325  0.528  0.35

The LUMO energy comes out at -0.5 eV. As for the spin multiplicity: 1. For the energy relative to the best compared isomer or geometry (same formula, charge and spin), the calculation gives 48.2 kcal per mole.

=====

(6)
A 2-piece molecular cluster, C3H10N2O overall at a distorted geometry. Source: OMol25; level of theory: ωB97M-V with the def2-TZVPD basis set.

Last column: Mulliken charge in e.
Atoms and positions in Å:
C  -1.422  -0.374  0.942  -0.92
N  -0.185  -0.696  0.400  -0.15
C  0.751  -1.252  1.431  -0.83
H  -1.531  -0.769  1.940  0.42
H  -1.576  0.706  0.938  0.31
H  -2.332  -0.646  0.374  0.41
H  -0.370  -1.518  -0.158  0.28
H  0.815  -2.290  1.439  0.31
H  0.422  -0.830  2.416  0.36
H  1.757  -0.754  1.334  0.32
C  0.966  1.326  -2.302  0.12
N  0.195  1.481  -1.100  -0.20
O  0.783  0.445  -3.161  -0.40
H  1.556  2.158  -2.670  0.38
H  0.606  2.363  -0.872  0.28
H  -0.433  0.650  -0.950  0.32

Its charge is +1. The LUMO energy (spin up / spin down) comes out at -3.1 / -8.9 eV. As for the expectation value of S²: 0.765. As for the spin multiplicity: 2. For the energy relative to the best compared isomer or geometry (same formula, charge and spin), the calculation gives 91.6 kcal per mole.